No. 1
Density functional theory data (ωB97M-V/def2-TZVPD) for C7H27O7Ti as an isolated structure at a distorted geometry.

Values from the calculation:
spin multiplicity = 4
calculated total energy = -45140.5909 eV
M = 271.15 g/mol
lowest unoccupied orbital energy (alpha / beta) = 0.0198 / 0.0148 Ha
Kohn-Sham gap (alpha / beta) = 3.6822 / 9.2400 eV

Each line ends with the Mulliken charge.
Geometry (Å):
Ti 0.1860 0.2837 -0.2485  0.08
O 0.9807 2.4660 -0.3106  -0.95
H 1.2126 3.2127 -0.8505  0.05
C 0.3325 -3.1022 -0.1000  -0.45
O 0.6028 -1.9558 -0.8972  0.01
H -0.5478 -3.6331 -0.4702  0.30
H 1.1627 -3.8164 -0.1516  0.35
H 0.2352 -2.7721 0.9252  -0.13
H 0.9972 -2.2261 -1.7294  0.16
C 2.9704 0.5012 -2.8598  -0.80
O 2.2098 0.4840 -1.6774  -0.20
H 2.4390 0.9247 -3.7235  0.30
H 3.8680 1.1147 -2.7366  0.29
H 3.2301 -0.5214 -3.1291  0.25
H 1.9641 1.4073 -1.3920  0.37
C -1.0544 -0.4328 -3.2546  -0.39
O -1.0485 0.8282 -2.5825  -0.36
H -1.4788 -0.3181 -4.2570  0.39
H -0.0421 -0.8216 -3.3066  0.06
H -1.6464 -1.1667 -2.6957  0.10
H -1.9359 1.1859 -2.6775  0.22
C 0.2468 -0.9901 3.1735  -0.80
O 0.8726 -0.4087 2.0437  -0.35
H 0.9673 -1.0452 3.9952  0.29
H -0.6279 -0.4264 3.5099  0.27
H -0.0723 -2.0039 2.9361  0.28
H 1.0856 0.5328 2.2711  0.43
C 2.1678 2.9485 2.9707  -0.68
O 1.2110 2.1728 2.2593  -0.47
H 1.9669 4.0152 2.8716  0.25
H 2.0808 2.6431 4.0116  0.24
H 3.1674 2.7145 2.5972  0.28
H 1.1368 2.4650 1.2977  0.32
C -3.6382 -1.1651 -0.0496  -0.85
C -2.9706 -0.3078 1.0151  -0.10
O -2.1069 0.6726 0.3911  -0.03
H -2.9227 -1.8664 -0.4838  -0.01
H -4.1025 -0.5597 -0.8234  0.25
H -4.3868 -1.8277 0.4048  0.41
H -2.3874 -0.9290 1.6932  0.01
H -3.7183 0.2237 1.6104  0.46
H -2.6066 1.4994 0.4297  0.14

Cartesian forces (eV/Å) of the 2 atoms listed first:
-0.4 -0.1 -0.4
0.0 -1.0 0.3



No. 2
Density functional theory data (ωB97M-V/def2-TZVPD) for a 8-piece molecular cluster, C7H28ClN6O7 overall at a distorted geometry.

Values from the calculation:
relative energy (zero: lowest compared OMol25 entry of this formula, charge and spin) = 200.2 kJ/mol
calculated total energy = -43512.4150 eV
M = 343.79 g/mol
lowest unoccupied orbital energy = 0.0998 Ha
Kohn-Sham gap = 9.4340 eV
total charge = -1

Each line ends with the Mulliken charge.
Geometry (Å):
Cl -0.1530 -0.3554 0.1256  -0.77
C -1.3284 -4.0453 1.1602  -0.46
O 0.0367 -3.7671 0.8899  -0.50
H -1.6007 -4.9007 0.5419  0.28
H -1.6085 -4.2584 2.1918  0.28
H -1.9888 -3.2251 0.8787  0.12
H 0.0287 -2.8891 0.5018  0.14
C 4.1529 -0.9385 1.0672  -0.61
O 3.3033 -1.7727 0.2711  -0.42
H 4.1469 -1.2741 2.1042  0.29
H 5.2206 -0.9834 0.8522  0.29
H 3.8746 0.1143 1.0212  0.20
H 2.4383 -1.6043 0.6519  0.25
C -4.0025 0.7782 0.9590  -0.61
O -3.5731 -0.4258 0.4265  -0.45
H -3.7758 1.6455 0.3390  0.21
H -5.0907 0.7441 0.9063  0.30
H -3.7427 1.0808 1.9734  0.24
H -2.7264 -0.2688 0.0021  0.25
C 1.9145 1.3951 -2.5785  -0.25
O 2.0267 0.0429 -2.1094  -0.44
H 1.1605 1.8848 -1.9622  -0.11
H 2.7927 1.9907 -2.3295  0.24
H 1.7002 1.3515 -3.6464  0.25
H 1.3167 -0.1480 -1.4922  0.24
C -1.2925 3.8882 -0.8447  0.56
O -1.4996 5.1012 -0.7623  -0.75
N -1.6896 3.1846 -1.8702  -0.33
N -0.8149 3.2414 0.1874  -0.11
H -1.8199 3.6805 -2.7404  0.25
H -1.3101 2.2581 -1.7370  0.20
H -0.7340 2.2392 0.2834  0.04
H -0.5644 3.8280 0.9705  0.10
C -0.3577 -3.5113 -2.8329  0.66
O -0.5594 -4.0030 -3.9250  -0.76
N 0.4887 -3.9436 -1.9613  -0.16
N -0.8275 -2.3376 -2.5969  -0.21
H 0.6188 -3.4144 -1.1109  0.04
H 0.7938 -4.9050 -2.0129  0.21
H -1.4667 -1.9805 -3.2926  0.15
H -0.4899 -1.8255 -1.7945  0.15
C 1.2166 2.6365 3.1031  0.64
O 1.7525 3.6373 3.4163  -0.67
N 0.1169 2.2529 3.7031  -0.43
N 1.5228 1.9043 2.0841  -0.18
H -0.4931 1.5689 3.2788  0.20
H -0.2888 2.9142 4.3498  0.22
H 2.0472 2.4311 1.4003  0.14
H 1.1279 0.9831 1.9592  0.08

Cartesian forces (eV/Å) of the 2 atoms listed first:
-0.1 0.0 0.1
-0.7 -0.2 -0.7



No. 3
Density functional theory data (ωB97M-V/def2-TZVPD) for a 8-piece molecular cluster, C7H28FN14O7 overall at a distorted geometry.

Values from the calculation:
relative energy (zero: lowest compared OMol25 entry of this formula, charge and spin) = 66.7 kJ/mol
spin multiplicity = 2
calculated total energy = -45624.7319 eV
M = 439.39 g/mol
lowest unoccupied orbital energy (alpha / beta) = -0.0136 / -0.2160 Ha
Kohn-Sham gap (alpha / beta) = 8.8282 / 3.3185 eV

Each line ends with the Mulliken charge.
Geometry (Å):
F 5.9869 25.8977 29.4924  -0.41
C 9.0250 27.2157 32.0522  0.68
O 8.8167 26.3174 32.7626  -0.71
N 8.6074 27.3444 30.8346  -0.24
N 9.6731 28.3178 32.3151  -0.41
H 8.2874 26.4552 30.4783  -0.01
H 9.1717 27.8796 30.1903  0.29
H 9.8008 29.0974 31.6858  0.15
H 10.1301 28.4670 33.2033  0.23
C 4.3929 25.8862 26.2899  0.44
O 3.5177 25.7924 25.4983  -0.69
N 4.3483 26.7565 27.2733  0.09
N 5.3804 25.0542 26.3904  -0.15
H 4.7725 26.5318 28.1619  -0.56
H 3.8977 27.6324 27.0499  0.23
H 5.4053 24.2835 25.7380  0.24
H 5.8902 25.2103 27.2482  0.17
C 6.3856 22.2909 29.4209  0.49
O 6.5080 21.1043 29.0380  -0.74
N 5.6029 22.6796 30.3595  -0.29
N 7.1552 23.2333 29.0400  -0.22
H 5.8201 23.5974 30.7208  0.06
H 5.5033 21.9616 31.0629  0.32
H 8.0262 23.0348 28.5688  0.22
H 6.7695 24.1474 29.2292  -0.03
C 5.1004 25.7933 33.1807  0.71
O 5.4327 25.9102 34.3760  -0.30
N 5.9481 25.7136 32.2258  0.08
N 3.9674 25.7035 32.7217  -0.03
H 6.9336 25.8941 32.3536  0.15
H 5.6377 25.9437 31.2926  -0.20
H 3.1835 25.7400 33.3575  0.22
H 3.8088 25.5142 31.7424  0.06
C 4.0021 28.7121 30.6315  0.54
O 3.5999 29.8140 30.8904  -0.73
N 5.1622 28.4091 30.1713  0.33
N 3.2349 27.6567 30.6574  -0.01
H 5.9207 29.0362 29.9443  0.11
H 5.3778 27.4518 29.9321  -0.30
H 2.2624 27.9294 30.6606  0.24
H 3.6099 26.9115 30.0882  -0.09
C 7.9223 28.3017 26.6720  0.43
O 8.0285 27.4846 25.7798  -0.69
N 8.5222 29.4205 26.6823  -0.29
N 7.0621 28.0770 27.6736  -0.14
H 9.0472 29.8884 25.9573  0.24
H 8.2362 29.8991 27.5245  0.14
H 6.5270 27.2213 27.6350  0.17
H 7.1835 28.5755 28.5436  0.12
C 2.1599 24.1037 30.0692  0.53
O 1.0668 24.6102 30.0766  -0.69
N 3.1993 24.6551 29.5154  -0.25
N 2.4469 23.0586 30.7577  -0.33
H 4.1188 24.2868 29.3180  0.15
H 2.9329 25.3519 28.8345  0.20
H 3.3202 22.5538 30.7078  0.27
H 1.7542 22.8745 31.4693  0.22

Cartesian forces (eV/Å) of the 2 atoms listed first:
-0.3 -0.5 0.4
1.4 3.5 -1.2